1.
# C33H30InN5OSi

A molecular structure, C33H30InN5OSi (ωB97M-V with the def2-TZVPD basis set, the OMol25 dataset).

CARTESIAN COORDINATES (ANGSTROEM)
In1 -0.6758 -0.4424 -0.4683
C1 -1.6867 -2.2697 -4.3813
C2 -1.9256 -3.5960 -4.0580
C3 -1.8757 -3.9961 -2.7330
C4 -1.5802 -3.0659 -1.7498
N1 -1.3422 -1.7828 -2.0756
C5 -1.3995 -1.3949 -3.3561
C6 -1.5211 -3.4131 -0.2970
C7 -1.7087 -4.6980 0.1800
C8 -1.6409 -4.9202 1.5485
C9 -1.3927 -3.8597 2.4006
C10 -1.2218 -2.6003 1.8534
N2 -1.2835 -2.3912 0.5366
H1 -1.7263 -1.9171 -5.4018
H2 -2.1571 -4.3163 -4.8315
H3 -2.0782 -5.0241 -2.4744
H4 -1.2145 -0.3473 -3.5524
H5 -1.9099 -5.5204 -0.4895
H6 -1.7869 -5.9178 1.9411
H7 -1.3348 -3.9934 3.4714
H8 -1.0440 -1.7336 2.4795
C11 -2.8343 0.0132 4.7622
C12 -1.5280 0.4596 4.8923
C13 -0.8463 0.9418 3.7797
C14 -1.4626 0.9705 2.5254
C15 -2.7840 0.5213 2.4157
C16 -3.4663 0.0463 3.5222
Si1 -0.5583 1.6281 1.0543
C17 1.2753 1.7332 1.2521
C18 1.9422 2.9118 0.9046
C19 3.3187 3.0217 1.0632
C20 4.0422 1.9558 1.5758
C21 3.3939 0.7779 1.9349
C22 2.0220 0.6709 1.7753
C23 -1.3425 3.0317 0.1630
C24 -0.9706 3.3636 -1.1431
C25 -1.5317 4.4531 -1.7849
C26 -2.4758 5.2332 -1.1233
C27 -2.8511 4.9239 0.1733
C28 -2.2849 3.8277 0.8157
H9 -3.3699 -0.3504 5.6299
H10 -1.0413 0.4420 5.8587
H11 0.1757 1.2867 3.8946
H12 -3.2893 0.5464 1.4536
H13 -4.4886 -0.2956 3.4247
H14 1.3857 3.7527 0.5047
H15 3.8213 3.9429 0.7990
H16 5.1121 2.0472 1.7142
H17 3.9582 -0.0436 2.3596
H18 1.5297 -0.2506 2.0719
H19 -0.2202 2.7654 -1.6532
H20 -1.2380 4.7063 -2.7960
H21 -2.9160 6.0858 -1.6239
H22 -3.5820 5.5336 0.6874
H23 -2.5913 3.5916 1.8293
C29 3.8134 -2.4058 -0.5600
N3 3.3205 -1.2524 -1.3257
C30 4.1496 -0.5079 -2.1087
C31 3.6936 0.5236 -2.8453
C32 2.2949 0.7871 -2.7904
N4 1.4865 0.0698 -2.0086
C33 1.9947 -0.9342 -1.2668
O1 1.2346 -1.5889 -0.5017
N5 1.7608 1.7714 -3.5174
H24 4.8970 -2.3511 -0.5193
H25 3.5083 -3.3330 -1.0405
H26 3.4040 -2.3715 0.4444
H27 5.1930 -0.7904 -2.0874
H28 4.3658 1.1197 -3.4432
H29 2.3188 2.2999 -4.1658
H30 0.7665 1.9178 -3.5187

Cartesian forces, eV/Å:
0.2 -0.1 0.3
0.0 0.0 0.0
0.0 0.0 0.0
0.0 0.0 0.0
0.0 0.0 0.1
-0.1 -0.1 -0.3
0.0 0.0 0.1
0.0 0.1 -0.1
0.0 0.0 0.0
0.0 -0.1 0.0
0.0 0.0 0.0
0.0 -0.1 -0.1
-0.1 -0.1 0.1
0.0 0.0 0.0
0.0 0.0 0.0
0.0 0.0 0.0
0.0 0.0 0.0
0.0 0.0 0.0
0.0 0.0 0.0
0.0 0.0 0.0
0.0 0.0 0.0
0.0 0.0 0.0
0.0 0.0 -0.1
0.0 -0.1 0.1
0.0 0.2 0.3
0.0 0.0 0.0
0.0 0.0 0.0
-0.2 -0.4 -0.4
0.2 0.2 0.1
0.1 0.0 -0.1
0.0 0.0 0.0
0.0 0.0 0.0
0.0 0.0 0.0
0.0 0.0 0.0
-0.1 0.3 0.1
0.0 0.0 0.0
0.0 0.0 0.0
0.0 0.0 0.0
0.0 -0.1 0.0
-0.1 0.0 0.0
0.0 0.0 0.0
0.0 0.0 0.0
0.0 0.0 0.0
0.0 0.0 0.0
0.0 0.0 0.0
0.0 0.0 0.0
0.0 0.0 0.0
0.0 0.0 0.0
0.0 0.0 0.0
0.0 0.0 0.0
0.0 0.0 0.0
0.0 0.0 0.0
0.0 0.0 0.0
0.0 0.0 0.0
0.0 0.0 0.0
0.0 0.1 0.0
0.0 -0.1 0.0
0.1 -0.1 0.1
0.0 0.0 0.0
0.0 0.1 0.0
0.0 -0.2 0.0
0.0 0.1 0.0
0.1 0.1 -0.2
0.0 -0.1 -0.1
0.0 0.0 0.0
0.0 0.0 0.0
0.0 0.0 0.0
0.0 0.0 0.0
0.0 0.0 0.0
0.0 0.0 0.0
0.0 0.0 0.0

## Properties
Total charge   +2
LUMO energy   -5.9 eV
Gap between HOMO and LUMO   7.5 eV
Energy above the lowest of the compared OMol25 structures with the same formula, charge and spin   0.156 eV
Largest force on an atom   0.64 eV/A

The computed Mulliken charges, all in e, follow: 1.24 -0.97 -0.53 -0.77 0.59 -0.24 0.00 0.87 -0.77 -0.60 -1.14 0.09 0.18 0.44 0.47 0.42 0.49 0.41 0.46 0.49 0.49 -0.55 -0.69 -0.32 0.27 0.09 -0.83 -0.15 0.53 -0.60 -0.77 -0.61 -0.87 0.22 0.42 -0.07 -0.68 -0.53 -0.71 -0.48 0.45 0.46 0.43 0.45 0.45 0.43 0.47 0.45 0.50 0.40 0.18 0.43 0.41 0.43 0.41 -0.95 0.25 -0.16 -1.14 0.87 0.11 0.01 -0.55 -0.33 0.34 0.32 0.33 0.42 0.44 0.23 0.20

2.
# C33H30N9O4PPrS

A molecular structure, C33H30N9O4PPrS at a distorted geometry (ωB97M-V with the def2-TZVPD basis set, the OMol25 dataset).

CARTESIAN COORDINATES (ANGSTROEM)
Pr1 0.1752 1.3646 -0.0844
N1 1.3551 5.2117 -2.1988
C1 0.9891 3.9245 -2.1055
S1 2.2305 2.7971 -1.7001
N2 -0.2459 3.5945 -2.4111
N3 -0.5861 2.3102 -2.1918
C2 -1.6524 1.8248 -2.7650
C3 -2.5527 2.6202 -3.6258
C4 -2.1146 3.1643 -4.8278
C5 -2.9860 3.8989 -5.6138
C6 -4.2913 4.1123 -5.2010
C7 -4.7184 3.6007 -3.9865
C8 -3.8596 2.8522 -3.2044
C9 -1.9093 0.4066 -2.5362
C10 -3.0452 -0.2172 -3.0694
C11 -3.2463 -1.5660 -2.8576
C12 -2.2837 -2.2812 -2.1545
C13 -1.1730 -1.5993 -1.6906
N4 -0.9762 -0.2907 -1.8405
H1 2.3272 5.4472 -2.0929
H2 0.7034 5.9034 -2.5284
H3 -1.0991 2.9954 -5.1540
H4 -2.6435 4.3116 -6.5506
H5 -4.9759 4.6720 -5.8206
H6 -5.7230 3.7878 -3.6417
H7 -4.1855 2.4542 -2.2547
H8 -3.7546 0.3646 -3.6367
H9 -4.1279 -2.0573 -3.2430
H10 -2.3854 -3.3400 -1.9807
H11 -0.3851 -2.1321 -1.1679
O1 -0.8654 1.0233 1.8551
C14 -1.7857 0.5139 1.1431
O2 -2.2596 1.1381 0.1734
C15 -2.0435 -0.9394 1.3482
C16 -3.2742 -1.5448 1.1521
C17 -3.3876 -2.9205 1.2747
C18 -2.2723 -3.6858 1.5820
C19 -1.0424 -3.0848 1.7842
C20 -0.9121 -1.7051 1.6676
P1 0.6702 -0.8033 1.8468
C21 1.9648 -2.0897 1.6091
C22 3.1262 -2.0305 2.3736
C23 4.2054 -2.8467 2.0852
C24 4.1409 -3.7240 1.0125
C25 3.0038 -3.7698 0.2217
C26 1.9267 -2.9554 0.5199
C27 0.6747 -0.6804 3.6766
C28 0.5877 0.5371 4.3408
C29 0.4951 0.5605 5.7228
C30 0.5067 -0.6220 6.4409
C31 0.6336 -1.8344 5.7825
C32 0.7079 -1.8670 4.4051
H12 -4.1291 -0.9278 0.9184
H13 -4.3354 -3.4094 1.1167
H14 -2.3564 -4.7595 1.6643
H15 -0.1866 -3.6980 2.0242
H16 3.1719 -1.3579 3.2187
H17 5.0885 -2.8103 2.7071
H18 4.9685 -4.3817 0.8007
H19 2.9513 -4.4522 -0.6160
H20 1.0282 -3.0009 -0.0786
H21 0.5639 1.4636 3.7851
H22 0.4088 1.5047 6.2384
H23 0.4139 -0.6039 7.5136
H24 0.6668 -2.7587 6.3365
H25 0.7951 -2.8139 3.8924
N5 2.1948 -0.5263 -1.4383
N6 3.4545 -0.4824 -0.8129
C33 3.6517 0.3861 0.1938
N7 4.8433 0.5357 0.7444
N8 2.5493 1.0369 0.5631
N9 2.5558 2.0742 1.3610
O3 1.4923 2.6842 1.4049
O4 3.5299 2.3974 1.9972
H26 2.0236 -1.4746 -1.7688
H27 2.1665 0.1306 -2.2308
H28 4.2637 -0.8373 -1.3150
H29 5.6572 0.0527 0.4036
H30 4.9075 1.2242 1.4942

Cartesian forces, eV/Å:
1.9 0.3 -3.2
-0.2 0.2 0.0
0.3 -0.6 -0.4
0.2 -0.2 0.1
-0.8 1.1 0.0
-0.5 -0.4 -1.0
0.9 1.0 0.3
-0.1 0.2 0.0
0.0 -0.1 0.0
0.0 0.0 -0.1
0.0 0.0 0.0
-0.1 0.0 0.0
0.2 0.0 0.0
-0.2 -0.9 0.0
0.3 0.3 0.1
0.3 -0.2 0.2
-0.1 0.1 -0.2
0.2 0.0 0.1
-0.5 0.0 -0.4
-0.1 0.0 0.0
-0.1 0.0 0.0
0.1 0.0 0.0
0.0 0.0 -0.1
0.0 0.1 0.0
-0.1 0.0 0.0
-0.1 0.0 0.1
0.0 0.0 0.0
0.0 0.0 0.0
0.0 -0.1 0.0
-0.1 0.0 0.0
-1.0 0.4 1.5
-2.2 -0.6 0.7
-0.4 0.0 0.2
0.2 -0.1 0.2
-0.1 0.1 0.0
0.0 0.1 -0.1
0.0 0.0 0.0
0.0 0.1 -0.1
-0.1 0.0 -0.1
0.5 -1.5 0.8
-0.2 0.2 -0.1
-0.1 0.0 0.1
0.1 -0.1 -0.1
0.1 0.0 0.0
-0.1 -0.1 -0.1
-0.1 0.0 0.1
0.1 0.2 -0.2
0.0 -0.1 -0.1
0.0 0.0 0.1
0.0 0.0 0.0
0.0 -0.1 0.0
0.0 0.2 0.0
-0.1 0.0 -0.1
-0.2 0.0 0.0
-0.1 -0.1 0.0
0.1 0.0 0.0
0.1 0.1 0.1
0.1 0.0 0.0
0.1 -0.1 0.0
0.0 -0.1 0.0
0.0 -0.1 -0.1
0.0 0.0 0.0
0.0 0.1 0.0
0.0 0.0 0.2
0.0 -0.1 0.1
0.0 -0.1 0.0
-0.1 0.2 -0.4
0.3 0.0 -0.3
0.0 0.0 0.1
0.1 0.2 0.1
-0.2 -0.5 -0.6
1.6 -0.1 0.6
-0.6 0.8 0.7
0.6 0.6 0.7
0.1 0.2 0.2
0.1 -0.2 0.3
-0.2 0.1 0.2
0.0 0.0 0.0
0.1 -0.2 -0.3

## Properties
Total charge   +1
LUMO energy (alpha / beta)   -2.9 / -2.9 eV
Gap between HOMO and LUMO (alpha / beta)   7.3 / 7.3 eV
2S+1   3
Largest force on an atom   3.71 eV/A

The computed Mulliken charges, all in e, follow: 0.58 -0.42 0.76 -0.59 -1.64 1.22 0.63 -0.68 -0.11 -0.79 -0.44 -0.82 -0.14 0.88 -0.80 -1.07 -0.84 0.56 0.14 0.21 0.25 0.48 0.40 0.41 0.42 0.59 0.54 0.47 0.53 -0.10 -0.41 0.46 -0.74 0.25 -0.56 -0.86 -0.88 -0.31 0.52 2.25 0.70 -0.86 -0.86 -0.76 -0.85 -0.58 0.35 -0.29 -0.86 -0.62 -0.98 -0.13 0.57 0.45 0.47 0.37 0.53 0.48 0.44 0.50 0.21 0.38 0.45 0.42 0.45 0.26 -0.49 -0.22 0.41 -0.32 0.11 0.96 -0.59 -0.85 0.39 0.40 0.22 0.20 0.20